The following is a quantum chemistry calculation of a cluster of 3 separate species, C28H55BClFN5O4 in total in a non-equilibrium geometry, from OMol25.

XYZ file:
```
95
Properties=species:S:1:pos:R:3
C 2.702 -0.184 -0.342
N 1.780 -0.647 0.715
C 0.375 -0.706 0.221
B 0.005 -2.106 -0.598
C 1.123 -3.312 -0.425
C 1.106 -4.047 0.837
C 2.137 -5.101 0.896
C 2.954 -5.268 -0.284
N 2.949 -4.591 -1.446
C 2.030 -3.586 -1.520
O -0.426 -1.768 -1.971
C -1.847 -1.897 -2.115
Cl -1.985 -2.102 -3.937
C -2.463 -0.523 -1.702
C -4.032 -0.467 -1.677
F -4.429 -0.208 -0.319
C -2.075 -3.177 -1.170
C -1.563 -4.446 -1.971
N -2.563 -5.063 -2.866
C -3.498 -3.467 -0.587
C -3.439 -4.610 0.507
O -3.504 -5.944 -0.063
C -2.578 -6.804 0.492
C -1.625 -7.694 -0.377
O -2.499 -6.932 1.690
O -1.235 -2.781 -0.090
H 2.231 0.561 -1.050
H 3.149 -1.039 -0.918
H 3.537 0.373 0.173
H 1.785 0.117 1.403
H 0.184 0.150 -0.501
H -0.332 -0.585 1.085
H 0.399 -3.842 1.661
H 2.263 -5.731 1.809
H 3.712 -6.092 -0.218
H 1.992 -2.978 -2.448
H -2.135 0.214 -2.486
H -2.095 -0.125 -0.730
H -4.514 -1.413 -2.032
H -4.431 0.403 -2.259
H -1.200 -5.195 -1.227
H -0.674 -4.191 -2.607
H -3.305 -4.426 -3.137
H -2.916 -5.947 -2.515
H -3.954 -2.584 -0.061
H -4.253 -3.802 -1.338
H -4.336 -4.512 1.182
H -2.553 -4.485 1.180
H -1.341 -8.630 0.154
H -2.034 -7.918 -1.390
H -0.687 -7.095 -0.545
C 1.872 3.298 -3.211
C 1.984 4.379 -2.144
N 3.094 4.184 -1.225
C 3.037 5.058 -0.062
C 3.169 6.566 -0.295
C 4.409 4.038 -1.830
C 4.919 5.180 -2.716
H 1.800 2.305 -2.761
H 0.972 3.460 -3.809
H 2.722 3.309 -3.897
H 1.051 4.359 -1.571
H 2.027 5.360 -2.639
H 3.798 4.747 0.660
H 2.082 4.878 0.445
H 4.198 6.855 -0.504
H 2.867 7.103 0.609
H 2.533 6.920 -1.108
H 4.409 3.121 -2.427
H 5.146 3.844 -1.046
H 4.150 5.561 -3.390
H 5.746 4.822 -3.334
H 5.301 6.010 -2.123
C -2.580 1.287 1.839
C -2.488 2.352 2.923
N -1.380 2.153 3.845
C -1.450 3.012 5.019
C -1.332 4.523 4.806
C -0.062 2.026 3.240
C 0.443 3.179 2.369
H -2.641 0.286 2.272
H -3.476 1.445 1.237
H -1.725 1.322 1.161
H -3.424 2.315 3.491
H -2.454 3.340 2.442
H -0.688 2.697 5.739
H -2.405 2.815 5.519
H -0.304 4.824 4.604
H -1.641 5.046 5.717
H -1.968 4.882 3.995
H -0.053 1.116 2.632
H 0.676 1.829 4.025
H -0.325 3.563 1.695
H 1.275 2.832 1.750
H 0.819 4.005 2.972
```

- M (g mol⁻¹) = 591.04
- charge = -1
- highest occupied orbital energy (eV) = -4.93

The following is a quantum chemistry calculation of a cluster of 2 separate species, C6H9N2O2 in total, from OMol25.

XYZ file:
```
19
Properties=species:S:1:pos:R:3
C 1.014 -0.236 -0.966
C -0.350 -0.371 -1.558
C -2.178 -1.266 -2.213
C -1.141 0.651 -2.002
N -1.024 -1.559 -1.691
N -2.309 0.066 -2.427
H -2.968 -1.910 -2.569
H 1.735 -0.336 -1.779
H 1.258 -1.055 -0.289
H -3.128 0.567 -2.723
H -1.019 1.696 -1.780
H 1.145 0.693 -0.415
C 0.691 0.277 2.647
C 2.068 0.604 3.278
O 3.050 0.208 2.607
O 2.071 1.235 4.356
H 0.217 1.245 2.443
H 0.010 -0.222 3.343
H 0.857 -0.286 1.737
```

- relative energy (zero: lowest compared OMol25 entry of this formula, charge and spin) (kcal/mol) = 29.9
- M (g mol⁻¹) = 141.15
- charge = -1
- highest occupied orbital energy (eV) = -3.72

The following is a quantum chemistry calculation of a structure of composition C50H44BrGeIKN2O6 in a non-equilibrium geometry, from OMol25.

XYZ file:
```
106
Properties=species:S:1:pos:R:3
K 1.251 -0.064 0.810
O 0.901 -2.516 4.331
C -0.310 -2.306 4.833
C -0.637 -2.747 6.120
C -1.908 -2.552 6.627
C -2.882 -1.917 5.867
C -2.550 -1.475 4.593
C -1.282 -1.651 4.065
C -0.939 -1.198 2.651
O 0.324 -1.618 2.274
N -1.200 0.244 2.594
N -1.273 0.784 1.317
C -1.406 2.079 1.237
C -1.471 2.797 0.031
Br -0.858 1.851 -1.547
C -1.825 4.119 -0.202
C -2.548 5.004 0.635
C -2.574 6.387 0.318
C -3.237 7.309 1.089
C -3.936 6.926 2.232
C -3.948 5.574 2.554
C -3.282 4.638 1.793
H 0.791 -2.119 3.351
H 0.132 -3.243 6.698
H -2.142 -2.897 7.629
H -3.878 -1.763 6.260
H -3.285 -0.966 3.982
H -1.709 -1.605 1.973
H -0.762 0.808 3.327
H -1.429 2.696 2.144
H -1.494 4.539 -1.144
H -2.030 6.717 -0.561
H -3.205 8.355 0.804
H -4.438 7.653 2.851
H -4.492 5.238 3.428
H -3.345 3.599 2.072
C -0.028 -3.784 -3.889
Ge -0.745 -2.735 -2.419
C -1.553 -3.934 -1.122
C -2.516 -4.856 -1.527
C -3.107 -5.713 -0.612
C -2.734 -5.663 0.721
C -1.770 -4.761 1.136
C -1.181 -3.901 0.219
C -1.990 -1.400 -3.082
C -2.032 -1.223 -4.447
C -3.026 -0.422 -5.057
C -3.973 0.179 -4.276
C -3.959 0.034 -2.864
C -4.894 0.725 -2.050
C -4.815 0.657 -0.687
C -3.792 -0.101 -0.079
C -2.896 -0.788 -0.845
C -2.961 -0.751 -2.260
H -0.837 -4.357 -4.335
H 0.719 -4.475 -3.500
H 0.443 -3.156 -4.636
H -2.822 -4.906 -2.563
H -3.862 -6.419 -0.939
H -3.197 -6.327 1.440
H -1.471 -4.710 2.174
H -0.416 -3.225 0.568
H -1.301 -1.702 -5.084
H -3.023 -0.286 -6.132
H -4.738 0.805 -4.721
H -5.645 1.340 -2.531
H -5.508 1.213 -0.069
H -3.666 -0.087 0.997
H -2.069 -1.279 -0.351
C 5.902 -0.799 1.967
C 4.926 -1.141 0.882
C 4.751 -0.275 -0.185
C 3.752 -0.461 -1.128
C 3.568 0.617 -2.158
C 2.901 -1.567 -0.986
C 3.094 -2.493 0.050
C 2.231 -3.704 0.257
C 4.115 -2.263 0.961
C 1.780 -1.772 -1.961
O 1.914 -1.712 -3.158
O 0.611 -2.057 -1.386
H 6.876 -0.532 1.556
H 6.028 -1.626 2.665
H 5.516 0.067 2.504
H 5.343 0.627 -0.234
H 4.522 0.827 -2.641
H 3.231 1.514 -1.641
H 2.848 0.356 -2.929
H 1.805 -4.089 -0.667
H 1.410 -3.464 0.928
H 2.827 -4.492 0.714
H 4.244 -2.955 1.784
I 0.256 7.327 4.380
C 1.140 5.677 3.442
C 0.713 5.314 2.177
C 1.289 4.207 1.572
C 2.274 3.474 2.216
C 2.688 3.863 3.483
C 2.124 4.963 4.107
C 2.881 2.246 1.554
O 3.842 1.716 2.128
O 2.332 1.860 0.497
H -0.072 5.860 1.676
H 0.954 3.890 0.597
H 3.456 3.275 3.971
H 2.439 5.257 5.101
```

- relative energy (zero: lowest compared OMol25 entry of this formula, charge and spin) (kcal/mol) = 28.9
- multiplicity = 2
- M (g mol⁻¹) = 1087.43
- charge = -2
- highest occupied orbital energy (spin up / spin down) (eV) = 0.06 / -1.85

The following is a quantum chemistry calculation of a cluster of 2 separate species, C2H6N2O in total, from OMol25.

XYZ file:
```
11
Properties=species:S:1:pos:R:3
H 0.350 -3.223 -1.083
N -0.403 -2.654 -0.709
C -0.041 -1.433 -0.681
N -0.841 -0.450 -0.179
H 0.944 -1.087 -1.005
H -0.627 0.518 -0.363
H -1.805 -0.713 -0.041
C 0.610 2.256 1.027
O 0.055 2.445 -0.025
H 1.292 3.013 1.451
H 0.467 1.329 1.608
```

- relative energy (zero: lowest compared OMol25 entry of this formula, charge and spin) (kcal/mol) = 40.2
- M (g mol⁻¹) = 74.08
- highest occupied orbital energy (eV) = -9.11
- SMILES string = [H]/N=C/N.C=O

The following is a quantum chemistry calculation of the molecule C5H8S in a non-equilibrium geometry, from OMol25.

XYZ file:
```
14
Properties=species:S:1:pos:R:3
C 0.735 -3.205 -0.002
C 0.225 -1.970 -0.102
C 1.030 -0.754 0.172
C 0.370 0.463 -0.078
S 0.537 2.313 0.430
C -1.029 2.981 -0.038
H 1.519 -3.402 0.734
H -0.079 -4.019 -0.319
H -0.876 -1.668 -0.486
H 2.049 -0.601 0.565
H -0.611 0.265 -0.804
H -0.720 4.011 -0.137
H -1.570 2.573 -1.007
H -1.579 3.013 1.070
```

- relative energy (zero: lowest compared OMol25 entry of this formula, charge and spin) (kcal/mol) = 85.2
- M (g mol⁻¹) = 100.19
- highest occupied orbital energy (eV) = -7.92
- SMILES string = C=C/C=C/SC

The following is a quantum chemistry calculation of the molecule C6H14O, from OMol25.

XYZ file:
```
21
Properties=species:S:1:pos:R:3
C 1.572 -0.423 0.801
C 0.553 -1.465 1.253
C -0.461 -1.820 0.165
C -1.429 -0.698 -0.245
C -0.858 0.536 -0.957
O -0.516 1.565 -0.038
C 0.181 2.630 -0.641
H 2.347 -0.255 1.554
H 1.073 0.532 0.629
H 2.057 -0.740 -0.132
H 1.072 -2.382 1.562
H 0.016 -1.102 2.140
H 0.078 -2.180 -0.724
H -1.065 -2.672 0.507
H -1.986 -0.352 0.635
H -2.168 -1.144 -0.924
H 0.021 0.249 -1.561
H -1.612 0.941 -1.649
H 1.126 2.291 -1.094
H 0.418 3.362 0.138
H -0.420 3.127 -1.419
```

- relative energy (zero: lowest compared OMol25 entry of this formula, charge and spin) (kcal/mol) = 21.1
- M (g mol⁻¹) = 102.18
- highest occupied orbital energy (eV) = -9.81
- SMILES string = CCCCCOC

> Which of these has the lowest M?

C2H6N2O

> Which formula does entry 5 have?

C5H8S

> What is the formula in the second record?

C6H9N2O2